Entry 1:
# C26H50ClF2N6O7

A 5-piece molecular cluster, C26H50ClF2N6O7 overall (the ωB97M-V functional and the def2-TZVPD basis, OMol25).

Calculated values
<S²> = 0.754
HOMO level (spin up / spin down) = -8.7 / -9.0 eV
Max |F| = 6.385 eV Å⁻¹
Frontier orbital gap (spin up / spin down) = 8.2 / 8.4 eV
Multiplicity = 2

Atoms and positions in Å:
C 3.6391 -0.2909 4.2794
C 2.2423 -0.7415 3.5774
C 1.7864 0.2028 2.3777
Cl 2.4275 1.8891 2.8160
C 0.1908 0.1806 1.9939
N 0.2291 0.2433 0.4927
C -0.9957 -0.0576 -0.2255
O -1.1133 -1.1983 -0.7542
F -2.1012 0.8276 -0.4633
C 0.7802 1.4773 -0.0719
O 0.2150 2.5700 -0.2520
F 2.1487 1.4014 -0.5326
C -0.4843 1.4350 2.7376
C -2.0853 1.4545 2.8389
C -2.4694 1.8484 4.3805
C -2.6403 2.7213 1.9613
N -2.8048 0.2528 2.3605
O -4.0917 0.2617 2.6101
C -2.1673 -1.0407 2.6972
C -2.5336 -1.5557 4.2058
C -2.8639 -2.1589 1.7208
C -0.5779 -1.1528 2.4273
H 3.4417 0.5157 5.0868
H 4.0113 -1.2148 4.8752
H 4.4401 0.0316 3.5255
H 2.3953 -1.8496 3.2712
H 1.4398 -0.7275 4.3923
H 2.4151 -0.1143 1.4554
H -0.1039 1.4000 3.8340
H -0.2065 2.4652 2.2849
H -3.5306 2.2649 4.4714
H -2.2106 1.0263 5.1290
H -1.7627 2.7361 4.6302
H -2.0565 2.8835 0.9943
H -2.5388 3.6383 2.6624
H -3.7515 2.6362 1.7138
H -1.8454 -1.1078 5.0056
H -2.2843 -2.6906 4.1849
H -3.6477 -1.4866 4.4400
H -3.8328 -2.4832 2.2618
H -3.1796 -1.7278 0.7119
H -2.2236 -3.1146 1.6357
H -0.2024 -1.6471 3.4071
H -0.3997 -1.9768 1.6318
C 2.3467 -3.7636 0.8578
O 1.2766 -3.3914 1.3099
N 2.8013 -3.5021 -0.3994
C 4.0870 -3.9786 -0.8694
C 1.9723 -2.7218 -1.2979
H 3.0508 -4.3618 1.4577
H 4.7018 -3.1197 -1.1511
H 3.9313 -4.6183 -1.7416
H 4.6024 -4.5489 -0.0949
H 1.7827 -1.7426 -0.8507
H 1.0172 -3.2341 -1.4359
H 2.4648 -2.5954 -2.2631
C 0.2973 5.9044 -0.5065
O -0.1983 6.2683 0.5455
N 0.7285 6.7312 -1.5033
C 1.3089 6.2214 -2.7296
C 0.6018 8.1648 -1.3297
H 0.4389 4.8378 -0.7384
H 2.3257 6.6097 -2.8311
H 0.7044 6.5565 -3.5765
H 1.3419 5.1305 -2.7240
H 1.1612 8.4685 -0.4412
H -0.4518 8.4158 -1.1827
H 0.9863 8.6920 -2.2038
C 1.7719 -6.1783 -2.6224
O 2.7252 -6.9349 -2.5713
N 0.5706 -6.4602 -3.2038
C -0.5190 -5.5051 -3.2245
C 0.3779 -7.7579 -3.8213
H 1.8140 -5.1687 -2.1838
H -1.3818 -5.9374 -2.7113
H -0.7832 -5.2882 -4.2628
H -0.2358 -4.5764 -2.7265
H 0.5243 -8.5372 -3.0693
H 1.1197 -7.8913 -4.6127
H -0.6256 -7.8368 -4.2415
C -0.9497 3.1588 -5.1359
O 0.2550 3.1686 -5.3136
N -1.5890 2.5369 -4.1035
C -3.0301 2.5695 -3.9576
C -0.8008 1.8201 -3.1205
H -1.6391 3.6733 -5.8247
H -3.2810 3.0335 -3.0002
H -3.4137 1.5461 -3.9784
H -3.4927 3.1412 -4.7640
H -0.1004 2.5142 -2.6510
H -0.2316 1.0335 -3.6238
H -1.4445 1.3792 -2.3624


Entry 2:
# C26H50F12N4O24P2

A 10-piece molecular cluster, C26H50F12N4O24P2 overall (the ωB97M-V functional and the def2-TZVPD basis, OMol25).

Calculated values
HOMO level = -10.9 eV
Max |F| = 4.598 eV Å⁻¹
Frontier orbital gap = 10.6 eV

Atoms and positions in Å:
C 15.8274 -28.3991 -19.9872
C 16.7388 -29.2663 -20.9183
O 17.7335 -28.4423 -21.4834
C 18.7464 -28.9012 -22.2813
O 18.9393 -30.0660 -22.5343
C 19.6139 -27.7710 -22.8522
F 20.8648 -28.0574 -22.5121
F 19.6021 -27.7795 -24.1626
F 19.2938 -26.5945 -22.4826
H 16.3997 -28.1728 -19.0875
H 14.9398 -28.9841 -19.7466
H 15.4154 -27.4429 -20.3098
H 16.2295 -29.7885 -21.7282
H 17.2691 -30.0781 -20.4205
C 15.3444 -28.6991 -26.9256
C 14.7088 -27.6184 -26.0789
O 15.4865 -26.4311 -26.1312
C 15.1633 -25.3221 -25.4252
O 14.1997 -25.2574 -24.6669
C 16.0045 -24.0512 -25.7156
F 17.2225 -24.3661 -26.1485
F 15.3747 -23.2923 -26.5810
F 16.1786 -23.4284 -24.5581
H 16.3016 -29.0402 -26.5311
H 15.4023 -28.4940 -27.9946
H 14.7067 -29.5814 -26.8715
H 14.4452 -27.9000 -25.0595
H 13.7280 -27.5214 -26.5442
C 18.2732 -23.7211 -11.9944
C 19.2526 -23.6927 -13.1858
O 18.4815 -23.8439 -14.4184
C 17.9974 -22.7554 -15.0373
O 18.0036 -21.6277 -14.5871
C 17.5522 -23.0020 -16.5596
F 17.9862 -24.1689 -17.0674
F 16.2277 -22.9411 -16.5415
F 17.9354 -22.0053 -17.3388
H 17.7940 -22.7429 -12.0356
H 18.6869 -24.0199 -11.0312
H 17.4796 -24.4170 -12.2664
H 19.9768 -24.5020 -13.0924
H 19.7556 -22.7317 -13.0779
C 10.4032 -32.4399 -14.2648
C 11.7480 -31.6376 -14.3144
O 12.8735 -32.4731 -14.4770
C 14.1162 -31.9691 -14.3734
O 14.3690 -30.8122 -14.0008
C 15.1816 -32.9204 -14.9102
F 15.7293 -33.3938 -13.7601
F 14.7218 -33.9316 -15.5930
F 16.1157 -32.3185 -15.5937
H 9.6649 -31.9100 -13.6630
H 10.5545 -33.4544 -13.8960
H 9.9161 -32.6318 -15.2209
H 11.7186 -31.1634 -13.3334
H 11.5784 -30.8642 -15.0635
C 28.1963 -27.3973 -22.9087
O 29.1504 -26.6527 -22.1209
P 28.9744 -26.4897 -20.4919
O 27.5789 -26.2463 -20.1103
O 30.1727 -25.3725 -20.1676
C 29.8046 -24.0272 -20.0580
O 29.6690 -27.8265 -19.8123
C 29.5492 -28.0438 -18.4306
H 28.3326 -28.4578 -22.6973
H 28.4202 -27.1960 -23.9563
H 27.1991 -27.0311 -22.6645
H 30.0032 -23.5032 -20.9929
H 30.2934 -23.5298 -19.2203
H 28.7368 -23.8267 -19.9704
H 29.0131 -27.2868 -17.8582
H 30.5020 -28.1703 -17.9164
H 28.9737 -28.9632 -18.3230
C 4.9470 -29.0130 -19.9990
O 5.8109 -28.6121 -21.0915
P 7.4681 -28.8140 -21.1341
O 8.0508 -29.7194 -20.0945
O 7.5536 -29.3519 -22.6708
C 8.4570 -28.8264 -23.6584
O 8.0382 -27.2455 -21.1652
C 8.9012 -26.6986 -20.2535
H 4.2478 -29.8026 -20.2744
H 4.2795 -28.2250 -19.6504
H 5.4812 -29.4528 -19.1568
H 8.0614 -28.4541 -24.6034
H 9.0601 -29.6495 -24.0415
H 9.1732 -28.0747 -23.3265
H 9.2429 -27.3846 -19.4785
H 8.3927 -25.8896 -19.7290
H 9.7861 -26.2796 -20.7325
C 22.9975 -21.5795 -21.1155
N 24.0322 -20.6218 -21.6430
O 25.1129 -21.0841 -22.0106
O 23.6799 -19.4602 -21.6469
H 23.3988 -22.5911 -21.0534
H 22.1572 -21.6078 -21.8091
H 22.7019 -21.1805 -20.1452
C 23.1512 -33.8725 -19.7025
N 22.2671 -35.0887 -19.5581
O 21.7112 -35.2552 -18.4827
O 22.0744 -35.7521 -20.6040
H 23.6474 -33.6245 -18.7642
H 22.4656 -33.1371 -20.1236
H 23.8723 -34.0940 -20.4893
C 13.4854 -35.9137 -24.7814
N 14.3598 -36.7641 -25.6254
O 13.8491 -37.8780 -25.9837
O 15.4002 -36.2885 -26.0412
H 12.4753 -35.7316 -25.1484
H 14.0624 -35.0701 -24.4026
H 13.2998 -36.5723 -23.9329
C 21.3035 -34.4861 -25.9573
N 22.7156 -34.0650 -26.1635
O 23.3433 -33.6175 -25.2251
O 23.1387 -34.0869 -27.3107
H 21.0926 -34.4526 -24.8885
H 21.2156 -35.4918 -26.3682
H 20.6784 -33.8273 -26.5601


Entry 3:
# C26H50N3O22PS

C26H50N3O22PS as an isolated structure (the ωB97M-V functional and the def2-TZVPD basis, OMol25).

Calculated values
HOMO level = -9.5 eV
Max |F| = 2.400 eV Å⁻¹
Frontier orbital gap = 9.0 eV

Atoms and positions in Å:
N 1.9650 0.5676 -1.8829
C 1.9474 -0.2008 -2.7408
O 1.6768 -0.7151 -3.9205
P 1.3303 -2.4108 -3.7824
C -0.4685 -2.5115 -4.2393
C -1.3153 -1.2665 -3.8393
C -1.3980 -1.0327 -2.3102
N -2.3441 -1.9462 -1.6445
N 1.3409 -2.8879 -2.0868
C 1.9886 -3.9034 -1.9353
S 3.1155 -4.9678 -1.7026
H -0.4830 -2.5774 -5.3366
H -0.8711 -3.4527 -3.8408
H -2.3523 -1.3663 -4.1852
H -0.8214 -0.3867 -4.2703
H -0.4040 -1.0491 -1.8360
H -1.7862 -0.0070 -2.1914
H -2.5324 -2.7535 -2.2290
H -1.9245 -2.2691 -0.7793
C 0.1152 2.7319 -2.3827
O -1.1538 2.8205 -3.0438
C -1.3742 3.9739 -3.6753
O -0.6204 4.9071 -3.7310
O -2.5815 3.9039 -4.2449
C -2.9570 5.0764 -4.9712
H 0.1624 1.7592 -1.9171
H 0.9300 2.8218 -3.1001
H 0.2011 3.4937 -1.6091
H -2.2657 5.2581 -5.7931
H -3.0001 5.9404 -4.3098
H -3.9478 4.8953 -5.3800
C 1.8725 -1.1398 0.9579
O 2.5991 -1.4859 2.1425
C 2.5848 -0.5380 3.0781
O 2.0403 0.5296 2.9860
O 3.2655 -0.9842 4.1355
C 3.3242 -0.0626 5.2259
H 1.9451 -1.9810 0.2744
H 0.8209 -0.9713 1.1939
H 2.3027 -0.2628 0.4803
H 2.3245 0.1535 5.6011
H 3.8269 0.8559 4.9261
H 3.8997 -0.5391 6.0152
C -3.0945 0.8567 -10.3395
O -2.3534 0.5507 -9.1582
C -2.3720 1.5158 -8.2360
O -2.9425 2.5702 -8.3305
O -1.6499 1.1072 -7.1942
C -1.5865 2.0541 -6.1219
H -3.0025 0.0021 -11.0050
H -4.1470 1.0095 -10.1048
H -2.6835 1.7353 -10.8347
H -2.5743 2.2484 -5.7250
H -1.1147 2.9792 -6.4551
H -0.9761 1.6131 -5.3387
C -1.3945 0.2314 3.1748
O -1.7118 -0.9285 2.3923
C -2.8557 -1.5208 2.7253
O -3.6026 -1.1662 3.5965
O -3.0255 -2.5762 1.9231
C -4.2235 -3.3114 2.1690
H -0.4458 0.6138 2.8059
H -2.1561 1.0000 3.0524
H -1.2825 -0.0298 4.2262
H -5.0994 -2.6846 2.0077
H -4.2256 -3.7165 3.1802
H -4.2448 -4.1350 1.4598
C 1.3804 -5.6231 8.4764
O 1.0784 -5.5093 7.0863
C 1.5469 -4.3973 6.5144
O 2.1738 -3.5316 7.0673
O 1.1998 -4.4139 5.2299
C 1.6438 -3.2697 4.4927
H 0.9497 -6.5598 8.8214
H 2.4575 -5.6503 8.6355
H 0.9337 -4.8022 9.0359
H 2.7260 -3.2092 4.4956
H 1.2064 -2.3590 4.9002
H 1.3036 -3.3934 3.4684
C -1.9140 3.2994 7.5895
O -2.2549 2.1498 6.8156
C -3.4042 1.5695 7.1747
O -4.1304 1.9350 8.0607
O -3.6003 0.5205 6.3798
C -4.8012 -0.2062 6.6461
H -0.9696 3.6757 7.2040
H -2.6723 4.0739 7.4828
H -1.7863 3.0336 8.6380
H -5.6749 0.4277 6.5011
H -4.7879 -0.6125 7.6570
H -4.8429 -1.0278 5.9364
C 7.7551 3.9892 -2.7553
O 7.3269 2.8231 -3.4588
C 6.1701 2.3190 -3.0258
O 5.4998 2.7576 -2.1306
O 5.8872 1.2422 -3.7615
C 4.6649 0.5980 -3.4029
H 8.6986 4.3002 -3.1967
H 7.0303 4.7943 -2.8679
H 7.9151 3.7657 -1.7014
H 3.8215 1.2685 -3.5406
H 4.7077 0.2408 -2.3756
H 4.5482 -0.2568 -4.0675


Entry 4:
# C26H51Cl16FN3O5P

A 9-piece molecular cluster, C26H51Cl16FN3O5P overall (the ωB97M-V functional and the def2-TZVPD basis, OMol25).

Calculated values
Charge = -2
HOMO level = 0.4 eV
Max |F| = 3.162 eV Å⁻¹
Frontier orbital gap = 2.4 eV

Atoms and positions in Å:
N -4.3886 -1.4469 -5.0184
C -3.7480 -2.4803 -4.6338
N -2.4336 -2.7944 -5.1413
N -4.3570 -3.3024 -3.6777
C -3.6256 -4.5539 -3.3981
C -2.5724 -4.3109 -2.2387
C -3.1026 -3.3592 -1.1027
C -2.4960 -1.9314 -1.0891
P -3.3369 -0.9612 0.3674
C -4.7122 -0.2595 -0.8283
O -4.3793 0.5858 -1.6809
O -5.9198 -0.6998 -0.7492
O -4.1050 -0.3281 1.8375
C -3.1606 0.5946 2.3316
C -2.8374 1.4952 1.0697
C -1.7853 2.6057 1.3156
C -2.4655 4.0137 1.4873
O -3.6050 4.1420 1.6230
F -1.6383 5.1730 1.5082
O -2.4785 0.5514 0.0750
H -3.8502 -0.9150 -5.7016
H -2.2177 -2.1514 -5.8979
H -1.7407 -2.5915 -4.4164
H -5.3380 -3.4515 -3.8787
H -4.3688 -5.2550 -2.9540
H -3.1674 -5.0176 -4.2947
H -1.5915 -4.0088 -2.6489
H -2.4246 -5.3231 -1.7815
H -2.7952 -3.8410 -0.1425
H -4.2156 -3.3393 -1.0859
H -2.5442 -1.4023 -2.0679
H -1.3961 -2.0228 -0.8436
H -4.1088 -2.1565 0.6658
H -2.2643 -1.5244 1.1775
H -2.2280 0.1293 2.7372
H -3.6618 1.1252 3.1817
H -3.8517 1.8578 0.7811
H -1.2369 2.4332 2.2666
H -1.0880 2.6878 0.4590
Cl 1.8646 -3.4518 -0.3773
C 1.8944 -3.7554 -2.1317
C 1.6732 -2.4933 -2.9288
Cl 0.0094 -1.8876 -2.7428
H 1.1389 -4.5075 -2.3569
H 2.8723 -4.1758 -2.3632
H 1.8279 -2.6936 -3.9906
H 2.3602 -1.7026 -2.6293
Cl -6.4006 -4.5396 0.2357
C -7.6879 -3.3202 0.3781
C -8.7975 -3.5425 -0.6226
Cl -8.2772 -3.2320 -2.2985
H -7.2250 -2.3311 0.2607
H -8.0867 -3.3947 1.3910
H -9.6200 -2.8570 -0.4157
H -9.1808 -4.5620 -0.5747
Cl 5.4178 -4.2657 -3.4057
C 5.9579 -5.3915 -2.1343
C 5.5139 -6.8115 -2.4012
Cl 3.7524 -7.0101 -2.2401
H 5.5818 -5.0269 -1.1794
H 7.0467 -5.3437 -2.1128
H 5.9746 -7.4833 -1.6767
H 5.8004 -7.1379 -3.3997
Cl 2.7449 -4.0881 3.2759
C 1.2459 -4.9786 3.6477
C 1.2339 -6.3547 3.0248
Cl 1.1089 -6.2819 1.2525
H 0.4029 -4.3783 3.3083
H 1.1898 -5.0643 4.7331
H 0.3685 -6.9138 3.3815
H 2.1317 -6.9166 3.2794
Cl 3.6642 5.7191 3.7532
C 2.0715 5.5003 2.9743
C 0.9310 5.6694 3.9476
Cl 0.8621 4.3473 5.1401
H 2.0571 4.5170 2.5082
H 1.9997 6.2510 2.1880
H -0.0157 5.6597 3.4069
H 1.0038 6.6098 4.4920
Cl 8.1921 6.8446 3.9868
C 6.9155 7.0809 5.2052
C 6.9699 8.4531 5.8319
Cl 8.4086 8.6685 6.8648
H 7.0138 6.2953 5.9523
H 5.9625 6.9477 4.6935
H 6.0983 8.6012 6.4690
H 6.9780 9.2364 5.0763
Cl 6.3348 4.9959 1.6124
C 7.6244 5.0734 0.3904
C 8.0786 3.7016 -0.0494
Cl 8.9458 2.8340 1.2437
H 8.4478 5.6536 0.8054
H 7.2189 5.6183 -0.4623
H 8.7695 3.7929 -0.8875
H 7.2386 3.0853 -0.3647
Cl 0.0263 4.8633 -1.9469
C -1.3211 6.0111 -1.7452
C -2.4399 5.7516 -2.7257
Cl -1.9655 6.1387 -4.4034
H -0.9240 7.0202 -1.8471
H -1.6878 5.8909 -0.7266
H -3.2946 6.3829 -2.4849
H -2.7646 4.7121 -2.6971